No. 1
{
  "formula": "C8H23N6O6Zn",
  "method": "ωB97M-V/def2-TZVPD",
  "homo_ev": -2.6894,
  "charge": -1,
  "e_above_lowest_kcal_mol": 143.1,
  "orbital_gap_ev": 5.31,
  "symbols": ["Zn", "C", "C", "C", "O", "H", "H", "H", "H", "H", "H", "H", "O", "C", "C", "O", "H", "H", "H", "H", "C", "O", "N", "N", "H", "H", "H", "H", "C", "O", "N", "N", "H", "H", "H", "H", "C", "O", "N", "N", "H", "H", "H", "H"],
  "positions_angstrom": [[-0.47816, -0.27772, -0.32191], [2.92580, 1.05844, 2.04409], [1.99425, 1.58600, 0.89302], [2.82662, 2.42638, -0.03186], [1.36666, 0.42794, 0.33710], [2.32172, 0.80554, 2.91543], [3.56015, 1.89457, 2.33834], [3.68742, 0.35945, 1.69850], [1.28146, 2.20496, 1.43792], [2.06166, 2.95390, -0.60166], [3.47365, 1.80709, -0.65309], [3.50533, 3.18648, 0.35505], [-2.24701, -1.07280, -1.20015], [-1.81241, -2.40219, -1.73386], [-0.34134, -2.66773, -2.21291], [0.49357, -1.75753, -1.47872], [-2.59709, -2.49618, -2.48455], [-2.01359, -3.18336, -1.00078], [-0.19687, -2.18744, -3.18067], [0.03750, -3.68201, -2.08711], [-0.57692, -2.61976, 1.85298], [-0.63050, -1.48965, 1.35771], [-0.90992, -2.89896, 3.04890], [-0.46919, -3.76016, 1.18639], [-0.90652, -2.28006, 3.84706], [-0.69094, -3.86130, 3.26349], [-0.50468, -4.56891, 1.79034], [-0.20755, -3.81478, 0.21240], [-0.01606, 1.28679, -3.02844], [-0.48362, 1.19564, -1.92662], [-0.01723, 0.28279, -3.88216], [0.85532, 2.11308, -3.53491], [0.04719, -0.66947, -3.55176], [0.29803, 0.54772, -4.80440], [0.84293, 3.03192, -3.11575], [1.24893, 1.91177, -4.44301], [-2.00904, 1.86744, 1.59888], [-1.56796, 1.24674, 0.67589], [-1.51362, 2.77866, 2.30112], [-3.17172, 1.61453, 2.15994], [-0.67688, 3.17996, 1.90248], [-1.78597, 2.82624, 3.27255], [-3.62043, 0.72606, 1.98859], [-3.38309, 2.37006, 2.79603]]
}

No. 2
{
  "formula": "C8H24Cl2NiO12",
  "method": "ωB97M-V/def2-TZVPD",
  "homo_ev": [-9.3420, -9.3397],
  "e_above_lowest_kcal_mol": 8.5,
  "orbital_gap_ev": [8.61, 8.56],
  "multiplicity": 3,
  "symbols": ["Ni", "Cl", "O", "O", "O", "O", "Cl", "O", "O", "O", "O", "C", "C", "O", "H", "H", "H", "H", "H", "H", "C", "C", "O", "H", "H", "H", "H", "H", "H", "C", "C", "O", "H", "H", "H", "H", "H", "H", "C", "C", "O", "H", "H", "H", "H", "H", "H"],
  "positions_angstrom": [[-0.29927, 0.28192, -0.21673], [1.42876, 2.36889, -2.81400], [0.76348, 3.62217, -2.62401], [1.09250, 1.73212, -4.04289], [2.85800, 2.53540, -2.73498], [1.01988, 1.45769, -1.72913], [-2.84349, -0.43705, -2.49124], [-2.03338, 0.37570, -1.55871], [-3.23386, 0.39707, -3.57055], [-2.09169, -1.58355, -2.92000], [-3.97789, -0.90455, -1.73167], [3.37960, 0.31709, 2.23315], [2.75990, 0.36552, 0.82525], [1.40348, -0.11691, 0.88078], [4.45514, 0.21921, 2.13114], [2.99303, -0.57020, 2.74575], [2.99107, 1.16882, 2.78743], [3.38170, -0.23475, 0.16078], [2.75314, 1.37147, 0.41401], [1.43185, -0.93982, 1.37969], [2.36130, -2.85392, -1.26135], [0.86213, -2.75916, -1.00046], [0.23993, -1.56743, -1.47147], [2.68196, -3.78931, -0.79617], [2.93136, -2.05048, -0.80028], [2.58827, -2.90106, -2.32649], [0.76646, -2.78032, 0.08885], [0.36726, -3.64043, -1.41262], [0.43172, -1.53919, -2.41730], [-2.12969, -2.76302, 1.81208], [-2.48194, -1.48931, 1.04324], [-1.44046, -0.50166, 1.19983], [-1.67593, -3.46025, 1.10423], [-2.99613, -3.35072, 2.12101], [-1.50628, -2.59419, 2.69052], [-3.47412, -1.10487, 1.27687], [-2.56513, -1.75137, -0.00849], [-1.24852, -0.41957, 2.13901], [-1.85026, 3.66321, 1.87605], [-1.35703, 3.22822, 0.51490], [-0.36915, 2.15352, 0.69149], [-2.61898, 4.42961, 1.83394], [-0.96210, 4.09928, 2.35610], [-2.11141, 2.85519, 2.55895], [-0.86879, 4.05251, -0.00485], [-2.07611, 2.80101, -0.18208], [0.26972, 2.60751, 1.25041]]
}

No. 3
{
  "formula": "C8H24ClI2IrOP2S",
  "method": "ωB97M-V/def2-TZVPD",
  "homo_ev": [-18.4461, -18.7288],
  "charge": 3,
  "orbital_gap_ev": [6.69, 5.39],
  "multiplicity": 6,
  "symbols": ["I", "I", "Ir", "P", "C", "C", "H", "H", "H", "H", "H", "H", "C", "H", "H", "H", "P", "C", "C", "H", "H", "H", "C", "H", "H", "H", "H", "H", "H", "Cl", "C", "S", "C", "O", "H", "H", "H", "H", "H", "H"],
  "positions_angstrom": [[0.06077, 0.84430, 1.15787], [-0.19320, -1.71129, 1.20335], [1.00650, -0.43955, -3.57237], [-1.68782, -0.10527, -1.41604], [-2.89369, -0.15756, 0.11618], [-2.74212, 1.28606, -2.09114], [-3.77871, 0.95094, -2.11453], [-3.69346, -1.42637, -2.06499], [-2.35148, 1.57282, -3.08205], [-2.26362, -1.89112, -3.02258], [-2.98006, 0.78932, 0.68319], [-2.62919, 2.13741, -1.39869], [-2.63417, -1.58877, -2.04384], [-3.88367, -0.55997, -0.12429], [-2.42741, -2.41566, -1.35797], [-2.52399, -0.85212, 0.87284], [1.72832, -0.05108, -1.51744], [2.98752, -0.15935, 0.00071], [2.64688, -1.59272, -2.16200], [2.27609, 1.73348, -3.11607], [3.79645, 1.27668, -2.17487], [2.55191, 2.27375, -1.41325], [2.70694, 1.44946, -2.12379], [2.19946, -1.84641, -3.17295], [3.71616, -1.46460, -2.21706], [4.02405, -0.34428, -0.31069], [2.75728, -0.97482, 0.70368], [2.44705, -2.41027, -1.48281], [3.04310, 0.72229, 0.63698], [0.00381, -0.35012, -5.64544], [-1.27742, 1.99013, 3.61892], [0.45286, 0.92558, 3.95972], [0.99426, -0.77451, 4.96530], [-0.42551, -0.28386, 3.40558], [-1.20069, 2.34679, 4.65241], [-2.03158, 1.28318, 3.32880], [-1.13760, 2.78588, 2.95278], [0.23977, -1.49018, 4.99141], [1.85295, -1.22086, 4.48403], [1.26324, -0.25729, 5.89111]]
}

No. 4
{
  "formula": "C8H24ClI2P2RuS",
  "method": "ωB97M-V/def2-TZVPD",
  "homo_ev": [-18.5573, -19.3694],
  "charge": 3,
  "e_above_lowest_kcal_mol": 113.7,
  "orbital_gap_ev": [4.96, 5.88],
  "multiplicity": 5,
  "symbols": ["I", "I", "Ru", "P", "C", "C", "H", "H", "H", "H", "H", "H", "C", "H", "H", "H", "P", "C", "C", "H", "H", "H", "C", "H", "H", "H", "H", "H", "H", "Cl", "C", "S", "C", "H", "H", "H", "H", "H", "H"],
  "positions_angstrom": [[1.34601, 0.00938, -1.29351], [-1.19904, -0.83811, 1.34762], [-1.48118, 1.54386, -1.06246], [0.45923, 2.22779, 0.68119], [1.91254, 1.97644, 1.95260], [1.23958, 3.39455, -0.36582], [1.60178, 4.30625, 0.08100], [-0.31047, 4.05692, 2.18693], [0.47030, 3.61223, -1.08600], [-1.54488, 3.34189, 1.09339], [2.75140, 1.44949, 1.44227], [2.08826, 2.94446, -0.86271], [-0.69001, 3.12286, 1.75330], [2.33520, 2.91845, 2.43990], [-1.03038, 2.49575, 2.59452], [1.51741, 1.31745, 2.76922], [-1.36237, -0.94474, -1.58878], [-0.81062, -2.70123, -1.35406], [-3.15660, -1.07301, -1.30417], [-1.46645, 0.32699, -3.50316], [-1.74906, -1.38726, -3.82984], [-0.12263, -0.88137, -3.59662], [-1.14215, -0.68581, -3.28665], [-3.56738, -0.03192, -1.42049], [-3.58139, -1.73578, -2.08637], [-1.44133, -3.38474, -1.96104], [-0.91310, -3.03157, -0.30648], [-3.39029, -1.54702, -0.31510], [0.22155, -2.79639, -1.72328], [-2.71529, 3.02586, -1.83792], [2.54949, -2.35394, 0.49879], [1.31413, -1.22276, 1.22487], [0.98848, -2.31967, 2.66344], [2.97480, -2.11368, -0.47553], [1.98847, -3.30440, 0.56351], [3.23596, -2.17718, 1.36420], [0.53068, -1.66434, 3.42716], [0.19775, -3.01636, 2.35099], [1.95159, -2.85931, 2.82508]]
}

Number 1: E_tot -78310.904 eV. Number 2: E_tot -99327.245 eV. Number 3: E_tot -71666.403 eV. Number 4: E_tot -69369.484 eV.